Entry 1:
119
Properties=species:S:1:pos:R:3:forces:R:3 method="wB97M-V/def2-TZVPD" homo_ev="-13.916 / -13.908" s2=3.777 spin_multiplicity=4 orbital_gap_ev="5.7025 / 4.3094" relative_energy_kj_mol=73.3 charge=+3 energy_ha=-5454.50541 lumo_energy_ha="-0.302 / -0.353"
Re 0.133787 0.063360 -0.037508 -0.4412 -0.9259 1.6983
N 0.962709 -5.024777 6.940788 -0.0354 0.2869 -0.2418
C 0.542054 -4.058098 6.091762 0.0291 -0.1829 0.1312
C 1.009813 -2.736698 6.213706 0.0630 0.0729 0.0605
C 0.591428 -1.752624 5.350706 -0.1491 -0.0956 0.1607
C -0.303286 -2.063169 4.321836 0.3064 0.1185 -0.3078
C -0.794627 -3.369679 4.200750 0.0001 -0.0279 -0.0530
C -0.380755 -4.348362 5.069432 -0.0380 -0.1411 0.0267
S -0.900183 -0.906170 3.153768 -0.2917 0.0252 0.1760
O -1.532892 0.219200 3.777538 0.0739 0.1054 -0.0197
O -1.672019 -1.694041 2.216586 0.0392 0.2395 -0.2680
N 0.356011 -0.252333 2.178875 0.1661 0.2051 -1.0468
C 1.185305 0.729957 2.755833 0.1439 -0.1660 0.0807
N 1.325958 0.834292 4.068333 -0.0305 0.0973 0.0254
C 2.167915 1.762354 4.519676 -0.1301 -0.1140 0.0150
C 2.896769 2.590907 3.677508 0.0023 -0.0234 0.0399
C 2.675007 2.410321 2.329401 -0.1163 -0.0387 -0.1436
N 1.823499 1.488101 1.870276 0.0918 0.0914 -0.2958
H 1.584431 -4.811694 7.695639 0.0682 0.0361 0.1292
H 0.577089 -5.946856 6.908246 -0.0836 -0.1664 -0.0117
H 1.696049 -2.490470 7.016797 -0.0503 -0.0037 -0.0497
H 0.928102 -0.738803 5.480190 0.0117 -0.0496 0.0041
H -1.529320 -3.599488 3.440480 0.0883 -0.0268 0.0352
H -0.780150 -5.352972 4.979289 0.0183 0.0780 0.0109
H 2.255052 1.839199 5.599153 0.0255 -0.0093 -0.0547
H 3.594918 3.325110 4.054802 -0.0809 -0.0163 -0.0137
H 3.172164 3.024674 1.581591 -0.0028 -0.0967 0.0689
C 6.868066 1.106901 -0.809654 -0.0037 -0.0270 -0.0425
C 6.392736 -0.186204 -1.511947 0.0479 0.0878 0.0339
C 6.653573 -0.061437 -3.015438 -0.0402 -0.0310 0.0036
C 7.169762 -1.389421 -0.953305 -0.0496 -0.0549 -0.0082
C 4.914141 -0.316769 -1.200874 0.0690 0.0066 0.0926
C 4.473680 -0.675297 0.078597 0.0550 -0.0108 -0.0733
C 3.136731 -0.636334 0.388393 -0.0720 0.1024 -0.2569
N 2.192927 -0.298196 -0.515840 0.2959 0.1906 0.0793
C 2.592030 -0.054320 -1.783216 -0.2289 -0.0905 0.2206
C 3.920868 -0.034714 -2.137869 0.1324 -0.0268 -0.2029
C 1.487141 0.177405 -2.731170 -0.0398 -0.0638 0.0012
C 1.639848 0.200168 -4.096698 0.0308 0.0520 -0.2674
C 0.544126 0.409739 -4.946080 0.1496 -0.0083 0.0730
C -0.684120 0.645705 -4.325631 -0.0387 0.0454 -0.1363
C -0.780379 0.597119 -2.956977 -0.0953 0.2085 0.2217
N 0.270915 0.330679 -2.164822 -0.2935 -0.1037 0.2624
C 0.722582 0.393646 -6.450315 0.0358 0.0537 -0.0904
C 1.560695 1.629003 -6.839363 -0.0174 -0.0014 0.0240
C 1.471725 -0.888629 -6.858179 -0.0280 -0.0254 0.0356
C -0.622364 0.444845 -7.180358 -0.0217 0.0016 0.0353
H 7.936788 1.243306 -0.991153 -0.0866 -0.0152 0.0209
H 6.709975 1.056593 0.270899 0.0271 0.0013 -0.0694
H 6.342315 1.983632 -1.200149 0.0503 -0.0623 0.0333
H 7.727901 0.004623 -3.186419 -0.0385 -0.0022 -0.0018
H 6.207544 0.844775 -3.437174 0.0453 -0.0765 0.0237
H 6.285136 -0.933992 -3.564153 0.0343 0.0658 0.0237
H 8.201846 -1.339912 -1.302476 -0.0419 0.0036 0.0424
H 6.744651 -2.336499 -1.297858 0.0540 0.0676 0.0132
H 7.199339 -1.395575 0.138885 -0.0216 -0.0067 -0.0862
H 5.174082 -0.970479 0.849297 -0.0319 0.0671 -0.0409
H 2.803090 -0.868843 1.384999 -0.1353 0.0068 0.0962
H 4.192843 0.203011 -3.157282 -0.0122 -0.0142 0.1009
H 2.624272 0.039476 -4.517462 -0.1061 0.0023 0.0011
H -1.574089 0.855647 -4.904064 0.0568 -0.0328 0.0482
H -1.728848 0.765448 -2.458125 0.0751 -0.0209 0.0167
H 2.556748 1.601234 -6.388526 -0.0703 0.0041 -0.0384
H 1.065929 2.555445 -6.534643 0.0327 -0.0630 -0.0394
H 1.683359 1.652053 -7.923943 0.0080 -0.0034 0.0703
H 2.509987 -0.893043 -6.516644 -0.0879 -0.0045 -0.0036
H 1.489026 -0.958809 -7.946216 0.0263 0.0055 0.0407
H 0.972588 -1.782558 -6.472152 0.0334 0.0569 -0.0489
H -1.151478 1.386971 -7.005249 0.0430 -0.1003 -0.0129
H -1.271666 -0.388963 -6.892835 0.0454 0.0759 -0.0440
H -0.449011 0.368707 -8.254072 -0.0121 0.0153 0.0501
N 0.183623 2.123872 -0.209524 0.2522 -0.0844 0.1130
C 0.177331 3.267320 -0.269894 0.0060 0.7333 -0.1053
C 0.159748 4.687486 -0.296275 -0.0461 0.0745 0.1225
C 0.697774 5.388333 -1.381847 0.0350 -0.1959 -0.0692
C 0.674566 6.767397 -1.363745 -0.0012 0.1207 -0.0284
C 0.122318 7.442179 -0.278452 0.0025 -0.0205 0.0119
C -0.419888 6.742468 0.795662 -0.0173 0.0923 0.0061
C -0.403858 5.362628 0.796892 0.0087 -0.1666 0.0186
H 1.126001 4.851955 -2.220686 -0.0231 0.0394 0.0480
H 1.083331 7.323014 -2.198325 -0.0092 -0.0241 0.0618
H 0.116739 8.525243 -0.268336 -0.0209 -0.0490 -0.0146
H -0.857681 7.275760 1.630062 0.0472 -0.0181 -0.0447
H -0.815801 4.803445 1.629737 0.0252 0.0520 -0.0527
Se 0.762704 -3.038669 1.169724 0.1050 0.1654 0.3797
N 0.094644 -2.062809 -0.204537 -0.2182 -0.0758 -0.2328
C -0.173409 -2.933683 -1.216714 0.1099 0.1592 0.2804
C -0.732320 -2.650461 -2.483392 -0.0136 -0.0923 -0.0882
C -0.935242 -3.677444 -3.362039 -0.0150 0.0986 0.0013
C -0.607804 -5.027151 -3.051932 -0.0272 -0.0366 -0.1341
C -0.074414 -5.343517 -1.847573 0.0208 -0.1411 0.0184
C 0.153031 -4.301454 -0.907543 0.0362 0.0867 0.1915
N 0.668640 -4.516380 0.301530 -0.0534 -0.1196 -0.3342
H -1.022560 -1.650108 -2.746301 -0.0009 -0.0601 -0.0887
H -1.370635 -3.455255 -4.331641 0.0301 -0.0459 0.0828
H -0.794915 -5.798942 -3.787018 0.0047 0.0328 0.0228
H 0.180866 -6.360380 -1.574073 -0.0118 0.0855 0.0033
C -3.978405 -1.112420 -2.259967 0.0605 0.0290 0.0074
C -3.274300 -1.314738 -0.924018 -0.2848 0.1993 -0.0072
N -3.825480 -0.457397 0.127799 0.0870 -0.1261 -0.0292
C -5.261068 -0.673480 0.425719 -0.1336 0.1646 -0.0661
C -6.192773 0.364027 -0.195192 0.0419 0.0019 -0.1119
C -3.103989 0.398416 0.821495 0.0724 -0.0415 -0.0085
C -3.784819 1.170008 1.914135 0.0289 0.1486 0.0429
N -1.802700 0.658988 0.622845 0.1445 -0.4033 -0.8559
H -3.560810 -1.796409 -2.999250 0.0089 0.0174 -0.0104
H -3.864852 -0.085165 -2.620910 -0.0572 -0.0886 0.0322
H -5.044913 -1.327226 -2.190252 0.0955 -0.0146 -0.0294
H -2.218118 -1.105488 -1.010171 0.1732 0.0604 0.0375
H -3.366443 -2.350798 -0.597453 0.0186 -0.0622 0.0639
H -5.402185 -0.715653 1.501235 0.0794 -0.0313 0.0445
H -5.509687 -1.659555 0.042321 0.0445 -0.1014 0.0278
H -5.861083 1.384522 -0.002178 -0.0613 -0.0612 -0.0026
H -7.191250 0.251461 0.228153 0.0382 -0.0066 -0.0207
H -6.272416 0.238487 -1.276057 0.0025 0.0410 0.0926
H -4.236763 0.486394 2.631225 0.0444 0.0042 0.0231
H -4.567894 1.813334 1.514339 0.0227 -0.0586 0.0193
H -3.069388 1.775952 2.462623 -0.0150 -0.0210 -0.0153
H -1.544823 1.379223 1.277828 -0.0895 0.1925 0.2389

***

Entry 2:
24
Properties=species:S:1:pos:R:3:forces:R:3 method="wB97M-V/def2-TZVPD" homo_ev=-14.047 orbital_gap_ev=11.4901 relative_energy_kj_mol=12.8 charge=+1 energy_ha=-496.47160 lumo_energy_ha=-0.094
C -1.128158 1.852421 0.922267 0.0691 0.3125 0.2111
C -0.417335 0.665506 0.317579 -0.0653 0.0759 -0.0817
C 0.587172 1.065053 -0.755031 -0.0103 0.0475 0.1043
C 1.213892 -0.125154 -1.446867 0.1696 -0.0519 -0.2601
N 2.407814 0.050280 -2.017252 0.2423 0.0557 -0.1188
O 0.606830 -1.195380 -1.549143 0.2123 -0.1333 -0.0498
N -1.406865 -0.265096 -0.311200 -0.8365 0.0712 0.1416
H -1.867393 1.555288 1.662894 -0.1067 -0.1009 -0.0242
H -1.603295 2.487914 0.174084 -0.1169 -0.1357 -0.1409
H -0.420993 2.494959 1.441131 0.1696 -0.0406 0.0502
H 0.092781 0.086222 1.077783 0.0769 -0.1301 0.1226
H 0.075373 1.652414 -1.518852 -0.0124 0.1132 -0.1592
H 1.345137 1.709552 -0.313825 0.0408 -0.0369 0.0206
H 2.952194 0.892025 -1.921480 -0.1732 -0.0306 0.0978
H 2.815541 -0.706129 -2.547876 -0.1284 0.0149 0.0809
H -2.066695 0.236667 -0.907521 0.0709 0.0206 0.0511
H -1.948932 -0.832619 0.364275 0.1351 0.0979 0.0880
H -0.848867 -0.919406 -0.899936 0.3173 -0.1353 -0.2085
H -3.168990 -2.260345 2.025470 0.0123 -0.0947 -0.0166
H -2.438862 -3.154738 0.989818 -0.0797 0.3077 0.2142
O -2.493309 -2.250914 1.338901 0.0195 -0.2128 -0.1528
H 2.952066 -0.646432 1.875077 -0.0264 0.0255 -0.0069
H 2.446981 -1.645791 0.839766 -0.0201 0.0116 0.0014
O 2.313905 -0.746304 1.159930 0.0403 -0.0513 0.0356

***

Entry 3:
25
Properties=species:S:1:pos:R:3:forces:R:3 method="wB97M-V/def2-TZVPD" homo_ev=-15.436 orbital_gap_ev=6.4107 relative_energy_kj_mol=322.6 charge=+2 energy_ha=-4282.44727 lumo_energy_ha=-0.332
N 1.905197 1.242644 -0.148986 0.0637 -1.0056 -0.2859
C 1.910166 -0.246091 0.115959 -0.2582 -0.2776 3.9459
N 2.247819 -0.408165 1.613106 -1.2977 0.0172 -1.7708
N 3.104416 -0.895216 -0.614781 1.2256 -0.3833 1.7286
C 0.494274 -1.014136 -0.188364 -0.6135 -0.5190 -1.1950
C -0.829807 -0.046466 -0.219904 -2.3716 0.9997 2.1304
C -2.207504 -0.599544 0.543746 0.3405 0.7472 0.4523
C -3.158064 0.709031 0.275523 1.2634 -0.1261 -1.2473
Br -5.178266 0.479067 0.383855 2.2700 0.0848 -0.2775
C -2.622315 1.133266 -1.232364 -4.2436 4.8768 -2.5516
O -3.216127 2.090241 -1.983615 5.2270 -7.3591 4.8384
O -1.420600 0.307368 -1.552873 -0.2561 1.3176 1.0347
H 1.623989 1.771678 0.705326 0.3441 -0.2566 -1.1923
H 1.353268 1.508686 -0.993528 -0.8581 1.0467 2.3140
H 1.406958 -0.070124 2.133464 0.9065 -0.3842 -0.2687
H 2.314492 -1.434645 1.821164 -0.1198 1.1709 -0.2032
H 3.747109 -0.145776 -0.993421 0.3845 -0.7019 1.8967
H 3.692502 -1.372286 0.125668 -0.7853 0.4521 -1.2780
H 0.555346 -1.587033 -1.231527 -0.3272 0.7871 1.8383
H 0.404496 -1.877892 0.631027 -0.0190 1.9653 -2.0040
H -0.699708 1.014689 0.283587 0.6536 -2.2087 -0.7211
H -2.179171 -0.653452 1.731026 0.4234 -0.4911 -2.6545
H -2.465860 -1.602254 -0.025750 -0.0494 2.1844 1.4609
H -2.904344 1.590674 1.019929 -0.4568 -1.8936 -1.5492
Yb 2.121734 0.105734 -2.198266 -1.4459 -0.0431 -4.4412

***

Max |F|: 1.98 0.85 10.24 (eV/Å)